Here is a structure of composition C43H50BCoIN6PS3 from OMol25. Energies are from ωB97M-V/def2-TZVPD.

Values from the calculation:
LUMO energy (spin up / spin down) (eV): -6.0024 / -6.0626
Frontier orbital gap (spin up / spin down) (hartree): 0.25201 / 0.25000
Total energy (Eh): -5238.035414
Total charge: +2

Positions of all 106 atoms, in Å:
Co -0.237 -0.185 -0.230
C 4.048 -3.762 -0.506
C 4.468 -2.658 0.460
C 3.791 -2.785 1.821
C 5.981 -2.711 0.654
N 4.106 -1.323 -0.144
C 5.031 -0.359 -0.517
C 4.350 0.690 -1.017
N 3.009 0.371 -0.982
B 1.819 1.245 -1.331
N 1.433 1.447 -2.778
C 2.165 1.389 -3.944
C 1.298 1.541 -4.962
N 0.023 1.666 -4.430
C 0.118 1.592 -3.087
S -1.119 1.680 -1.861
C -1.152 1.820 -5.367
C -1.150 0.604 -6.293
C -2.486 1.902 -4.641
C -0.932 3.115 -6.149
N 1.720 2.536 -0.507
C 2.102 3.828 -0.792
C 1.649 4.613 0.209
N 0.961 3.807 1.101
C 1.029 2.547 0.646
S 0.410 1.108 1.424
C 0.266 4.289 2.349
C 0.425 5.802 2.439
C 0.929 3.640 3.561
C -1.221 3.949 2.245
C 2.876 -0.862 -0.443
S 1.375 -1.747 -0.265
H 4.327 -4.726 -0.082
H 4.557 -3.653 -1.465
H 2.974 -3.769 -0.678
H 4.168 -3.683 2.309
H 2.710 -2.865 1.741
H 4.029 -1.929 2.454
H 6.219 -3.666 1.118
H 6.338 -1.925 1.320
H 6.523 -2.666 -0.290
H 6.085 -0.491 -0.376
H 4.706 1.641 -1.373
H 0.891 0.640 -0.895
H 3.233 1.263 -3.950
H 1.475 1.576 -6.020
H -1.111 -0.322 -5.719
H -0.315 0.614 -6.993
H -2.067 0.603 -6.881
H -2.716 0.999 -4.080
H -3.248 2.026 -5.410
H -2.542 2.754 -3.967
H 0.005 3.111 -6.704
H -0.939 3.977 -5.481
H -1.739 3.236 -6.870
H 2.644 4.085 -1.685
H 1.739 5.672 0.348
H 1.468 6.106 2.529
H -0.089 6.135 3.339
H -0.031 6.313 1.591
H 1.975 3.940 3.637
H 0.880 2.553 3.523
H 0.414 3.969 4.463
H -1.641 4.349 1.321
H -1.741 4.412 3.083
H -1.410 2.878 2.276
I -1.588 -1.440 -1.988
C -2.141 -3.325 -1.327
C -2.168 -4.279 -2.306
C -2.756 -5.535 -2.061
C -3.325 -5.769 -0.849
C -3.296 -4.795 0.181
C -3.920 -5.092 1.413
C -3.902 -4.194 2.435
C -3.207 -2.987 2.268
C -2.584 -2.635 1.090
P -1.641 -1.068 1.313
C -0.652 -1.490 2.774
C -0.003 -2.728 2.745
C 0.808 -3.117 3.795
C 0.979 -2.278 4.890
C 0.341 -1.049 4.926
C -0.470 -0.652 3.871
C -2.887 0.187 1.702
C -3.401 0.360 2.987
C -4.393 1.302 3.217
C -4.886 2.067 2.170
C -4.390 1.886 0.887
C -3.394 0.952 0.653
C -2.656 -3.539 -0.020
H -1.764 -4.069 -3.288
H -2.772 -6.283 -2.841
H -3.817 -6.711 -0.644
H -4.416 -6.048 1.523
H -4.383 -4.410 3.379
H -3.142 -2.334 3.128
H -0.143 -3.400 1.906
H 1.297 -4.081 3.767
H 1.601 -2.589 5.718
H 0.465 -0.397 5.779
H -0.956 0.313 3.916
H -3.039 -0.232 3.815
H -4.784 1.431 4.217
H -5.665 2.795 2.353
H -4.781 2.470 0.065
H -3.027 0.818 -0.357